Record 1
Below is 10 unconnected molecules or ions with the total composition C20H57O12, with properties calculated with ωB97M-V/def2-TZVPD.

## Properties
**Orbital gap**: 8.63 eV
**Net charge**: -1
**HOMO**: -6.3222 eV
**Lowest unoccupied orbital energy**: 2.31 eV
**Energy above the lowest of the compared OMol25 structures with the same formula, charge and spin**: 382.7 kJ/mol

Element x y z (Å)
C: 45.48100 45.06800 15.36800
O: 45.00800 44.16000 16.17000
O: 46.71400 45.38900 15.63600
O: 44.77100 45.66000 14.62500
H: 47.00100 45.18400 16.60000
C: 42.80400 46.51900 17.23500
O: 43.12400 47.12600 16.05400
H: 43.31700 47.27500 17.99800
H: 43.08900 45.57000 17.21200
H: 41.69600 46.60400 17.47500
H: 43.80700 46.66900 15.59200
C: 41.56700 43.99100 15.24100
O: 42.44400 43.59500 16.19000
H: 40.85800 43.06500 14.83600
H: 42.14000 44.25700 14.25700
H: 41.34900 45.00700 15.40900
H: 43.42700 43.94000 16.06300
C: 46.32000 48.74200 14.69000
O: 46.04000 48.13100 13.43700
H: 46.49400 49.76000 14.62900
H: 47.13500 48.53700 15.10500
H: 45.35100 48.49400 15.29900
H: 45.51800 47.58100 13.82100
C: 48.29500 45.67900 12.81700
O: 49.37900 45.90900 11.93000
H: 48.16300 44.59300 13.12400
H: 47.27600 45.81400 12.13800
H: 48.27000 46.44300 13.61900
H: 50.26200 46.00200 12.56100
C: 48.21000 47.56000 20.12800
C: 47.01100 46.76600 19.50600
C: 46.44900 47.51800 18.28800
O: 47.42900 45.49000 18.99500
H: 49.20700 47.79000 19.46600
H: 48.61300 47.33300 21.09200
H: 47.92800 48.53200 20.63400
H: 46.36800 46.68200 20.18700
H: 45.65600 47.01100 17.84100
H: 47.32500 47.74500 17.56800
H: 46.04600 48.52800 18.53200
H: 46.67200 44.89700 19.10300
C: 44.02400 42.69300 12.28900
C: 44.97200 43.70700 11.70600
C: 45.12900 43.62600 10.22900
O: 44.37500 44.92800 11.94200
H: 43.90700 42.66300 13.53200
H: 44.38300 41.73900 11.94900
H: 43.01900 42.87600 11.75300
H: 45.85200 43.55400 12.40200
H: 44.15200 43.87600 9.82500
H: 45.42600 42.54900 9.87300
H: 45.84700 44.54300 10.14700
H: 44.41900 44.94500 12.94400
C: 47.69800 39.85000 16.25800
C: 47.10800 41.25900 16.04200
C: 47.42700 41.75000 14.64000
O: 45.69800 41.48600 16.27300
H: 47.53300 39.70800 17.17000
H: 48.76900 39.76200 16.04900
H: 47.19300 39.09100 15.69300
H: 47.74100 41.79500 16.89900
H: 46.69600 41.22800 13.94100
H: 48.59600 41.78900 14.35500
H: 47.11400 42.72800 14.47500
H: 45.51100 42.42400 16.45700
C: 45.07700 42.27300 20.30200
C: 44.22100 43.18100 19.35400
C: 43.10600 43.86000 20.12600
O: 45.07400 44.10100 18.81100
H: 45.98000 42.04600 19.74100
H: 44.58300 41.39200 20.72600
H: 45.54100 42.78200 21.02600
H: 43.75000 42.55800 18.74800
H: 43.38000 44.71200 20.78300
H: 42.50300 43.12600 20.83800
H: 42.62000 44.68800 19.30100
H: 45.03000 44.30700 17.94800
C: 50.56600 46.14900 16.90500
C: 50.97900 44.69500 16.84900
C: 49.94800 43.71700 16.17500
O: 52.22500 44.36700 16.33800
H: 50.87600 46.42400 15.93700
H: 51.28900 46.74500 17.46500
H: 49.67900 46.40900 17.35800
H: 50.88500 44.29400 17.87800
H: 49.70700 44.12500 15.26900
H: 48.90900 43.91700 16.50300
H: 50.04500 42.51800 16.25900
H: 52.93000 44.90300 16.96200

Atom charges from the Mulliken analysis, given in e for atoms 1 to 2: 0.0898, 2.1253

=====

Record 2
Below is a molecular structure, C4H3MnO6, with properties calculated with ωB97M-V/def2-TZVPD.

## Properties
**Orbital gap (alpha / beta)**: 3.71 / 3.55 eV
**Net charge**: +1
**HOMO (alpha / beta)**: -10.6285 / -10.6295 eV
**Expectation value of S²**: 8.7538
**Lowest unoccupied orbital energy (alpha / beta)**: -6.92 / -7.08 eV
**Energy above the lowest of the compared OMol25 structures with the same formula, charge and spin**: 190.7 kJ/mol
**Spin multiplicity**: 6

Element x y z (Å)
O: 0.47774 -1.31378 0.94089
C: -0.27703 -0.42443 0.55665
O: -0.04034 1.53179 -0.88149
C: 1.07317 2.13476 -0.51666
C: -0.08043 0.11505 -0.83467
O: 2.07995 1.48614 -0.10591
O: 1.10850 3.39673 -0.55939
H: 0.81990 -0.31568 -1.29184
H: -0.95112 -0.19021 -1.43125
Mn: 2.90123 3.19520 0.18333
O: -1.79714 -3.25347 1.08711
C: -1.32246 -2.16593 1.60444
O: -1.72088 -1.08357 1.00226
H: -2.27109 -3.11262 0.24653

Atom charges from the natural (NBO) analysis, given in e for atoms 1 to 2: -0.4315, 0.6836

=====

Record 3
Below is a molecular structure, C35H37BF4P2Pt, with properties calculated with ωB97M-V/def2-TZVPD.

## Properties
**Orbital gap (alpha / beta)**: 4.81 / 2.76 eV
**Net charge**: +2
**HOMO (alpha / beta)**: -11.2932 / -13.2676 eV
**Expectation value of S²**: 6.0365
**Lowest unoccupied orbital energy (alpha / beta)**: -6.49 / -10.51 eV
**Spin multiplicity**: 5

Element x y z (Å)
Pt: -0.07047 0.01466 5.64464
C: -1.98546 -0.15084 6.71861
C: -2.15222 -0.45997 5.33453
C: -2.67212 0.52880 4.30220
C: -1.60303 1.35815 3.53392
C: -0.42206 1.73440 4.37616
C: -0.52071 2.13284 5.73795
C: -1.81109 2.39669 6.45603
C: -2.35190 1.19389 7.28072
C: 1.92235 0.18651 5.61162
H: -1.94906 -0.98240 7.43842
H: -2.28406 -1.52690 5.09165
H: -3.40172 1.20435 4.76679
H: -3.20228 -0.07143 3.54247
H: -1.24498 0.78023 2.66448
H: -2.06923 2.25448 3.10240
H: 0.48405 2.03359 3.83534
H: 0.37564 2.58949 6.17606
H: -2.58413 2.75086 5.76900
H: -1.62424 3.21192 7.16584
H: -1.92334 1.25459 8.29069
H: -3.44437 1.27368 7.38363
H: 2.23110 -0.31403 6.54511
H: 2.15268 1.26223 5.63231
H: 2.36421 -0.30607 4.72885
P: 0.09969 -2.45819 -3.52891
P: 2.14554 0.44654 -3.79288
C: -0.37038 -0.82999 -4.17291
C: 0.37892 0.30864 -4.14562
C: -0.80714 -3.61947 -4.63628
C: -1.98436 -3.25956 -5.31050
C: -2.63852 -4.18748 -6.13105
C: -2.12588 -5.48050 -6.27675
C: -0.95429 -5.84879 -5.60310
C: -0.28743 -4.92311 -4.79377
C: -0.91818 -2.53945 -1.98338
C: -0.53408 -1.66968 -0.94120
C: -1.26433 -1.63406 0.24704
C: -2.38990 -2.45426 0.40756
C: -2.77210 -3.32144 -0.62490
C: -2.02866 -3.38065 -1.80976
C: 2.71392 1.25897 -5.37792
C: 2.68941 0.44823 -6.53197
C: 3.05475 0.97303 -7.77124
C: 3.45294 2.31126 -7.88079
C: 3.48424 3.12138 -6.73869
C: 3.13419 2.59480 -5.48826
C: 2.20718 1.86693 -2.63273
C: 3.32079 1.95243 -1.77168
C: 3.42821 3.02402 -0.88060
C: 2.42773 4.00406 -0.83532
C: 1.32436 3.91969 -1.69019
C: 1.20581 2.84762 -2.58357
H: -1.39317 -0.75785 -4.57351
H: -0.09154 1.24758 -4.48505
H: -2.40502 -2.26617 -5.18891
H: -3.55295 -3.89172 -6.64770
H: -2.63871 -6.20164 -6.91586
H: -0.55508 -6.86142 -5.70767
H: 0.62720 -5.20172 -4.27310
H: 0.32784 -1.01447 -1.07624
H: -0.95918 -0.95890 1.05085
H: -2.97056 -2.40982 1.33100
H: -3.65851 -3.94708 -0.51193
H: -2.33212 -4.06368 -2.60348
H: 2.36414 -0.58975 -6.45197
H: 3.02033 0.33627 -8.65805
H: 3.72889 2.72225 -8.85205
H: 3.77224 4.17015 -6.82119
H: 3.16492 3.23670 -4.60689
H: 4.09427 1.18670 -1.81686
H: 4.29734 3.09221 -0.22197
H: 2.51063 4.83481 -0.13235
H: 0.55000 4.68829 -1.67327
H: 0.34696 2.78783 -3.24589
F: 0.51768 0.35097 8.22986
B: 0.71818 0.39794 9.68857
F: -0.26621 -0.42069 10.29297
F: 2.02741 -0.03996 9.96927
F: 0.54898 1.75247 10.05132

Atom charges from the Mulliken analysis, given in e for atoms 1 to 2: 1.1341, -0.4908

=====

Record 4
Below is a molecular structure, C21H19Cl3IMgN3O3P, with properties calculated with ωB97M-V/def2-TZVPD.

## Properties
**Orbital gap**: 8.84 eV
**Net charge**: +1
**HOMO**: -11.5994 eV
**Lowest unoccupied orbital energy**: -2.76 eV
**Energy above the lowest of the compared OMol25 structures with the same formula, charge and spin**: 0.0 kJ/mol

Element x y z (Å)
Mg: 1.10271 0.60948 1.35141
N: -0.49969 1.49846 -1.23930
P: -0.46884 -0.12390 -0.67092
C: -2.15813 -0.37933 -0.08623
C: -2.63405 -1.68168 0.06207
C: -3.86065 -1.90609 0.66465
C: -4.61777 -0.83689 1.12348
C: -4.14605 0.45864 0.98018
C: -2.91593 0.68807 0.38336
C: -0.30720 -1.10010 -2.18011
C: -1.38628 -1.35426 -3.02638
C: -1.18648 -2.03548 -4.21550
C: 0.08707 -2.46225 -4.56861
C: 1.16619 -2.20439 -3.73688
C: 0.96700 -1.52382 -2.54562
C: 0.47301 2.43541 -0.98690
C: 0.48836 3.62835 -1.72806
C: 1.46679 4.55639 -1.48279
C: 2.43138 4.30397 -0.50338
C: 2.33746 3.12744 0.18977
N: 1.38148 2.20038 -0.03094
H: -1.14154 1.75617 -1.97563
H: -2.05216 -2.52304 -0.29371
H: -4.22735 -2.91720 0.77846
H: -5.57358 -1.01417 1.59666
H: -4.73262 1.29428 1.33643
H: -2.54933 1.70183 0.28826
H: -2.38397 -1.03624 -2.75174
H: -2.02482 -2.23570 -4.86875
H: 0.23739 -2.99591 -5.49727
H: 2.15818 -2.53560 -4.01205
H: 1.80935 -1.31123 -1.89574
H: -0.26452 3.79634 -2.48551
H: 1.48869 5.47762 -2.04901
H: 3.22300 5.00401 -0.28694
H: 3.04487 2.88839 0.97489
Cl: -0.60196 2.72418 2.72065
C: 0.09367 1.68422 4.01302
Cl: -0.23230 2.32472 5.56984
Cl: 1.91195 1.69717 3.70875
C: -0.43693 0.20594 3.76475
O: -1.20540 -0.24366 4.57147
O: 0.02744 -0.29674 2.69039
N: 3.18876 -1.89943 3.07339
C: 2.91263 -1.74280 1.78481
O: 2.66547 -0.62030 1.30318
C: 2.89622 -2.96748 0.92059
I: 0.92074 -3.74953 0.93202
H: 3.09225 -1.11466 3.69863
H: 3.32877 -2.81484 3.46600
H: 3.57225 -3.74133 1.27295
H: 3.13444 -2.69341 -0.10208

Atom charges from the natural (NBO) analysis, given in e for atoms 1 to 2: 1.7299, -0.8868

=====

Record 5
Below is a molecular structure, C4H7CdO2, with properties calculated with ωB97M-V/def2-TZVPD.

## Properties
**Orbital gap**: 8.30 eV
**Net charge**: +1
**HOMO**: -14.0423 eV
**Lowest unoccupied orbital energy**: -5.74 eV
**Energy above the lowest of the compared OMol25 structures with the same formula, charge and spin**: 0.0 kJ/mol

Element x y z (Å)
C: -0.85158 0.25503 -0.08247
C: 0.27960 -0.40130 0.24201
C: 1.54723 0.10719 -0.21348
O: 2.47348 -0.64892 -0.58266
Cd: 4.37482 -0.54635 -0.65310
H: -0.78557 1.25599 -0.52370
H: 0.26553 -1.36065 0.76426
H: 1.55860 1.16058 -0.54841
H: 4.40970 0.90534 0.31827
O: -3.20086 0.63384 0.31552
C: -2.22439 -0.32945 0.00310
H: -2.23863 -1.17484 0.70881
H: -3.13097 0.87137 1.24508
H: -2.47695 -0.72784 -0.99321

Atom charges from the natural (NBO) analysis, given in e for atoms 1 to 2: 0.0046, -0.3664

=====

Record 6
Below is a gas-phase ion, C6H13N4S (charge +1), with properties calculated with ωB97M-V/def2-TZVPD.

## Properties
**Structure (SMILES)**: CSc1c[n+](N)nn1C(C)C
**Orbital gap**: 9.45 eV
**Net charge**: +1
**HOMO**: -12.9042 eV
**Lowest unoccupied orbital energy**: -3.46 eV
**Energy above the lowest of the compared OMol25 structures with the same formula, charge and spin**: 282.1 kJ/mol

Element x y z (Å)
C: -2.81304 -1.38173 2.05391
S: -1.16859 -1.71514 1.31019
C: -0.82361 -0.28902 0.34891
C: -1.56800 0.87077 0.22663
N: -0.84140 1.62442 -0.58545
N: -1.11440 2.93182 -0.86498
N: 0.24678 1.14239 -0.97849
N: 0.28067 -0.16150 -0.35374
C: 1.47381 -0.97247 -0.43562
C: 2.61847 -0.30786 0.37388
C: 1.72440 -0.82596 -1.92352
H: -3.10703 -2.41362 2.20035
H: -3.51018 -0.67742 1.43763
H: -2.56002 -0.85834 3.08308
H: -2.38145 1.16338 0.75656
H: -1.63361 3.48964 -0.20924
H: -0.34069 3.48023 -1.20860
H: 1.45062 -1.95476 0.00003
H: 2.63907 0.63324 0.03945
H: 3.55271 -0.84743 0.33194
H: 2.35141 -0.42714 1.43481
H: 2.54747 -1.51998 -2.20697
H: 2.07072 0.12968 -2.23541
H: 0.90589 -1.11321 -2.59532

Atom charges from the natural (NBO) analysis, given in e for atoms 1 to 2: -0.7380, 0.3229

=====

Record 7
Below is a molecular structure, C37H35Cl2FeGe2N6O2, with properties calculated with ωB97M-V/def2-TZVPD.

## Properties
**Orbital gap (alpha / beta)**: 6.08 / 7.18 eV
**Net charge**: 0
**HOMO (alpha / beta)**: -5.8611 / -7.2159 eV
**Expectation value of S²**: 1.0848
**Lowest unoccupied orbital energy (alpha / beta)**: 0.22 / -0.03 eV
**Energy above the lowest of the compared OMol25 structures with the same formula, charge and spin**: 50.5 kJ/mol
**Spin multiplicity**: 2

Element x y z (Å)
Fe: 1.53777 0.88333 0.23923
Cl: -0.04848 2.55481 -6.19138
C: -0.26907 2.62541 -4.47091
C: 0.79741 2.28746 -3.64677
C: 0.66478 2.28099 -2.26759
N: 1.74807 1.92276 -1.41326
C: 2.97530 2.38574 -1.67761
O: 3.42705 3.01215 -2.63241
C: 3.93198 2.06385 -0.52070
C: 5.27346 2.38677 -0.60116
C: 6.08845 2.08618 0.47999
C: 5.53404 1.48123 1.59784
C: 4.18063 1.18598 1.59961
N: 3.39848 1.47064 0.55873
C: -0.57589 2.65724 -1.69480
C: -1.62106 3.01767 -2.53166
C: -1.47929 2.99162 -3.90985
Cl: -2.85417 3.39729 -4.89176
N: -0.73586 2.75624 -0.30319
C: -0.40117 1.69092 0.35272
O: -0.38509 0.41397 -0.24833
C: 0.09904 1.69145 1.71710
C: 0.06084 2.86142 2.53353
C: 0.56591 2.79059 3.79247
C: 1.16629 1.58548 4.25293
C: 1.24020 0.53488 3.38267
N: 0.71481 0.53661 2.14237
H: 1.74366 2.02841 -4.09527
H: 5.62706 2.86409 -1.50376
H: 7.14399 2.32414 0.45086
H: 6.13291 1.23482 2.46344
H: 3.70053 0.71552 2.44693
H: -2.56268 3.31332 -2.08930
H: -0.38115 3.75936 2.12550
H: 0.52494 3.65479 4.44373
H: 1.56987 1.50229 5.25150
H: 1.73129 -0.38999 3.67612
C: -0.15025 -3.15154 -1.94838
Ge: -1.72864 -1.99910 -2.03458
C: -1.50666 -0.76439 -3.51557
C: -3.31432 -3.11708 -2.26567
Ge: -1.89945 -0.65589 -0.01421
C: -3.35579 0.61874 -0.01712
C: -3.61009 1.49157 1.04245
C: -4.61425 2.44186 0.95477
C: -5.38589 2.53399 -0.19611
C: -5.15228 1.67219 -1.25540
C: -4.14140 0.72409 -1.16407
C: -1.74387 -1.66380 1.64175
C: -1.65146 -3.05300 1.54813
C: -1.54524 -3.84801 2.68425
C: -1.53288 -3.25748 3.93759
C: -1.64098 -1.87696 4.05158
C: -1.74938 -1.09032 2.91547
H: -0.09374 -3.71830 -2.87979
H: -0.19035 -3.85959 -1.12027
H: 0.75327 -2.54935 -1.85576
H: -1.24407 -1.32422 -4.41507
H: -0.70625 -0.06144 -3.29224
H: -2.41285 -0.19399 -3.71453
H: -3.25788 -3.63647 -3.22342
H: -4.22737 -2.52213 -2.25189
H: -3.38256 -3.86418 -1.47398
H: -3.00845 1.45819 1.94260
H: -4.78750 3.11978 1.78054
H: -6.16517 3.28195 -0.26701
H: -5.74493 1.74430 -2.15830
H: -3.96474 0.07132 -2.01177
H: -1.66221 -3.53093 0.57442
H: -1.48283 -4.92534 2.58942
H: -1.45150 -3.87002 4.82663
H: -1.63747 -1.41109 5.02890
H: -1.80984 -0.01696 3.03418
C: 2.29966 -4.39759 1.17103
N: 2.48380 -3.14411 0.46136
C: 3.43095 -2.86375 -0.49488
C: 3.22698 -1.56826 -0.85901
N: 2.15662 -1.06364 -0.16249
C: 1.75508 -2.02762 0.63959
H: 2.77948 -5.19422 0.60823
H: 1.23625 -4.61335 1.25532
H: 2.73768 -4.34628 2.16703
H: 4.13942 -3.60196 -0.82634
H: 3.74588 -0.98378 -1.60025
H: 0.94261 -1.95131 1.34536

Atom charges from the Mulliken analysis, given in e for atoms 1 to 2: -0.0381, -0.2391

=====

Record 8
Below is 2 unconnected molecules or ions with the total composition CH5N3, with properties calculated with ωB97M-V/def2-TZVPD.

## Properties
**Orbital gap (alpha / beta)**: 8.70 / 9.26 eV
**Net charge**: 0
**HOMO (alpha / beta)**: -8.5538 / -8.9710 eV
**Lowest unoccupied orbital energy (alpha / beta)**: 0.15 / 0.29 eV
**Energy above the lowest of the compared OMol25 structures with the same formula, charge and spin**: 722.7 kJ/mol

Element x y z (Å)
C: 1.09879 -0.51080 0.78606
N: -0.88827 1.15806 -0.93354
N: -1.74971 0.21587 -0.33840
N: -0.68334 0.82417 0.38085
H: 0.70882 -1.43642 0.84160
H: 1.57359 -0.38385 -0.14980
H: 1.59543 -0.05492 1.66149
H: -0.08394 0.86220 -1.53877
H: -1.57136 -0.67431 -0.70949

Atom charges from the natural (NBO) analysis, given in e for atoms 1 to 2: -0.4568, -0.3471

=====

Electronic energy readings, ordered: -1698.73392 -1756.20922 -2581.56155 -3421.35475 -474.43749 -853.27621 -8247.93908 -205.11582 a.u.
Strongest force on any atom readings, ordered: 9.084 7.503 3.073 0.566 5.020 4.363 0.843 3.629 eV/A